Record 1
C8H24AgFO8 | ωB97M-V/def2-TZVPD

Relative energy (zero: lowest compared OMol25 entry of this formula, charge and spin) = 148.5 kJ/mol

Each line ends with the Mulliken charge.
Geometry (Å):
1 Ag -11.13652 11.64755 -20.56844  0.607
2 F -12.99645 10.12475 -21.41891  -0.864
3 C -12.98341 15.62540 -20.84294  -0.337
4 C -12.23621 14.77616 -19.76703  -0.443
5 O -12.48715 13.39967 -19.67891  -0.167
6 O -14.34487 15.85927 -20.53118  -0.514
7 H -12.85376 15.05500 -21.76269  0.231
8 H -12.56021 16.60999 -21.04194  0.352
9 H -12.32424 15.30745 -18.81936  0.279
10 H -11.18215 14.85297 -20.03377  0.214
11 H -13.41650 13.38294 -19.43887  0.242
12 H -14.67347 15.06200 -20.10932  0.312
13 C -10.74632 10.73617 -24.11068  -0.330
14 C -10.39114 12.24122 -23.95199  -0.492
15 O -10.51228 12.87524 -22.67018  -0.302
16 O -12.13751 10.59834 -24.01553  -0.553
17 H -10.26685 10.25788 -23.25661  0.049
18 H -10.31294 10.31689 -25.01869  0.351
19 H -11.00297 12.82860 -24.63664  0.407
20 H -9.34533 12.37350 -24.22921  0.357
21 H -10.41346 13.79560 -22.92468  0.195
22 H -12.34084 10.41002 -23.09641  0.382
23 C -8.30604 10.96134 -20.62731  -0.644
24 C -8.21482 12.14508 -19.67494  -0.364
25 O -9.35676 12.95451 -19.81142  -0.421
26 O -9.40610 10.09637 -20.32538  -0.358
27 H -7.38919 10.37189 -20.63359  0.510
28 H -8.32900 11.32005 -21.65634  0.175
29 H -7.34564 12.76749 -19.88764  0.360
30 H -8.16430 11.83976 -18.62979  0.311
31 H -9.37765 13.66288 -19.16382  0.212
32 H -9.00880 9.28251 -20.00698  0.251
33 C -11.61766 8.00824 -18.47086  -0.498
34 C -11.41113 9.25371 -17.60659  -0.448
35 O -12.06068 10.46272 -18.08251  -0.408
36 O -12.96146 7.59133 -18.39448  -0.506
37 H -10.87950 7.23451 -18.25975  0.388
38 H -11.51188 8.28449 -19.51996  0.219
39 H -10.33155 9.39946 -17.56933  0.264
40 H -11.70345 9.00370 -16.58672  0.432
41 H -11.88824 11.10213 -17.38752  0.244
42 H -12.94806 6.67168 -18.66955  0.301

=====

Record 2
C6H27NO7 | ωB97M-V/def2-TZVPD

Relative energy (zero: lowest compared OMol25 entry of this formula, charge and spin) = 616.8 kJ/mol

Each line ends with the Mulliken charge.
Geometry (Å):
1 O -1.48589 0.25398 0.14845  -0.291
2 H -0.93984 0.18651 -0.63824  0.373
3 H -1.34342 -0.51114 0.71050  0.380
4 H -1.25958 1.06006 0.61814  0.348
5 C -1.72223 2.17638 4.40710  -0.923
6 C -0.72297 3.19493 3.71792  -0.426
7 O -0.52924 3.03625 2.32670  -0.803
8 H -1.99010 2.63350 5.35967  0.343
9 H -1.27844 1.18479 4.49600  0.177
10 H -2.67974 2.11703 3.88967  0.264
11 H 0.21681 3.22407 4.26933  0.253
12 H -1.18488 4.17497 3.83737  0.246
13 C 2.73433 -1.98887 -0.83918  -1.353
14 C 1.90273 -2.06900 -2.08978  0.437
15 C 1.02455 -3.33883 -2.15697  -0.573
16 O 1.84144 -4.45953 -1.93974  -0.310
17 C 1.15963 -5.72185 -2.08171  -0.756
18 N 1.06381 -0.89381 -2.27347  -0.563
19 H 2.15828 -1.89842 0.08173  0.273
20 H 3.45228 -1.17005 -0.88568  0.410
21 H 3.35577 -2.86818 -0.66973  0.352
22 H 2.51557 -2.03171 -2.99041  0.189
23 H 0.68041 -3.51565 -3.17598  0.347
24 H 0.21685 -3.43789 -1.43178  0.264
25 H 0.97601 -6.00104 -3.11921  0.285
26 H 0.24871 -5.77613 -1.48556  0.309
27 H 1.79608 -6.48915 -1.64090  0.257
28 H 0.85078 -0.96328 -3.25829  0.253
29 H 1.56657 -0.02783 -2.14155  0.227
30 O -3.41071 2.78902 -2.08102  -0.642
31 H -3.33826 3.69982 -1.79565  0.331
32 H -2.94124 2.76068 -2.91471  0.308
33 O -2.81670 5.78078 -0.06509  -0.645
34 H -2.12865 5.21029 0.27751  0.334
35 H -2.41821 6.65081 -0.08715  0.310
36 O -0.58896 -2.34608 2.46813  -0.582
37 H 0.21946 -2.58284 2.92270  0.304
38 H -1.27798 -2.80385 2.94973  0.296
39 O 2.08401 3.26748 -1.12309  -0.642
40 H 1.48993 3.37083 -0.37970  0.335
41 H 2.50304 4.12304 -1.21617  0.306

=====

Record 3
C13H34B3NO15S4 | ωB97M-V/def2-TZVPD

SMILES = CC(=O)N(C)B1OBOB(S(C)(=O)=O)O1.CCOS(C)(=O)=O.CCOS(C)(=O)=O.CCOS(C)(=O)=O

Each line ends with the Mulliken charge.
Geometry (Å):
1 C 8.09397 -0.63204 -3.56919  -0.949
2 C 8.52889 -0.21911 -4.95563  0.564
3 O 9.65179 -0.33479 -5.34206  -0.522
4 N 7.50673 0.34269 -5.82308  -0.079
5 C 6.96127 1.61864 -5.32525  -0.927
6 B 6.59000 -0.59214 -6.34220  0.398
7 O 6.83955 -1.96610 -6.31699  -0.344
8 B 5.72366 -2.70754 -6.00860  0.568
9 O 4.56306 -2.40446 -6.71345  -0.242
10 B 4.32676 -1.05962 -6.72395  0.351
11 S 2.54217 -0.43068 -6.48121  1.118
12 C 2.55871 0.37223 -4.91553  -1.015
13 O 1.68910 -1.58924 -6.35242  -0.621
14 O 2.24980 0.55895 -7.49300  -0.693
15 O 5.35302 -0.17417 -6.86832  -0.398
16 H 8.98167 -0.89418 -2.99983  0.333
17 H 7.58061 0.17723 -3.05126  0.324
18 H 7.43597 -1.49987 -3.62770  0.225
19 H 7.77621 2.32376 -5.16704  0.329
20 H 6.40697 1.50555 -4.39138  0.324
21 H 6.30523 2.03666 -6.08249  0.326
22 H 5.69533 -3.45921 -5.08796  -0.094
23 H 3.11895 1.30413 -4.94565  0.412
24 H 1.50972 0.58742 -4.71230  0.355
25 H 2.91553 -0.29797 -4.13552  0.276
26 O 0.69878 -0.26108 -2.56461  -0.559
27 S -0.04319 -0.74906 -1.43685  1.146
28 O 0.62388 -1.59140 -0.49146  -0.612
29 O -1.34511 -1.46431 -1.98047  -0.295
30 C -1.17092 -2.47856 -3.01068  -0.213
31 C -0.60567 -3.77452 -2.47628  -1.007
32 C -0.83321 0.56831 -0.59276  -0.989
33 H -0.55482 -2.06372 -3.80928  0.249
34 H -2.17563 -2.62044 -3.40192  0.258
35 H 0.41510 -3.65080 -2.11955  0.290
36 H -0.60486 -4.51501 -3.27641  0.395
37 H -1.20961 -4.14697 -1.64873  0.273
38 H -1.35441 1.19242 -1.31296  0.378
39 H -0.05524 1.13397 -0.08406  0.382
40 H -1.51963 0.14641 0.13646  0.269
41 O 0.12677 0.49081 3.35393  -0.669
42 S -1.27720 0.34725 3.58855  1.307
43 O -2.21302 0.97316 2.70044  -0.604
44 O -1.59185 0.76769 5.08393  -0.241
45 C -1.14403 2.08198 5.52459  -0.505
46 C -1.97523 3.21640 4.96934  -0.819
47 C -1.68011 -1.35695 3.73397  -0.797
48 H -0.08888 2.18654 5.27105  0.417
49 H -1.22555 2.02994 6.60793  0.276
50 H -1.86797 3.30228 3.88945  0.278
51 H -1.64411 4.14952 5.42543  0.383
52 H -3.03261 3.07675 5.19527  0.178
53 H -0.97943 -1.82647 4.41815  0.313
54 H -1.58446 -1.78038 2.73579  0.343
55 H -2.70269 -1.44845 4.08993  0.204
56 O -5.98332 -0.01240 7.60163  -0.670
57 S -6.09562 0.94354 6.54086  1.221
58 O -5.98840 2.33797 6.84664  -0.629
59 O -7.43857 0.66689 5.74605  -0.269
60 C -8.67030 0.60606 6.51165  -0.389
61 C -9.15151 1.96415 6.97084  -0.979
62 C -4.97521 0.55532 5.24855  -0.764
63 H -8.52662 -0.07963 7.34738  0.348
64 H -9.37951 0.15225 5.82297  0.270
65 H -8.46844 2.40934 7.69164  0.311
66 H -10.12868 1.85383 7.44202  0.380
67 H -9.24102 2.64606 6.12554  0.268
68 H -5.06649 -0.50031 5.00696  0.356
69 H -3.97989 0.77792 5.62568  0.074
70 H -5.19619 1.17763 4.38533  0.422

=====

Record 4
C3H10BNOP2 | ωB97M-V/def2-TZVPD

Relative energy (zero: lowest compared OMol25 entry of this formula, charge and spin) = 306.9 kJ/mol

Each line ends with the Mulliken charge.
Geometry (Å):
1 B -0.65140 -0.70209 -1.02304  0.279
2 C 1.24642 0.30481 0.70971  -0.355
3 C -0.10488 0.08335 1.22838  0.019
4 C -1.75688 -0.74687 -2.32135  -0.903
5 N 0.71833 -0.90078 -1.15927  -0.299
6 O -1.12378 -0.11591 0.18042  -0.427
7 P 2.76598 -0.47372 1.17529  -0.132
8 P -0.85105 1.64436 1.99241  -0.046
9 H 1.31412 1.33330 0.22579  0.327
10 H 0.01042 -0.86887 1.90750  0.344
11 H -2.61448 -1.12174 -1.84652  0.263
12 H -1.40915 -1.34362 -3.23619  0.212
13 H -1.96352 0.24990 -2.76399  0.298
14 H 1.46490 -1.17679 -1.75703  0.193
15 H 2.39126 -0.29786 2.58597  0.075
16 H 3.48354 0.89353 1.19887  0.081
17 H -2.02251 1.04061 2.17115  0.033
18 H -0.89733 2.19839 0.73189  0.038

=====

Record 5
C17H24HfN3O3P | ωB97M-V/def2-TZVPD

Relative energy (zero: lowest compared OMol25 entry of this formula, charge and spin) = 138.0 kJ/mol
Total charge = +4

Each line ends with the Mulliken charge.
Geometry (Å):
1 N 0.80280 2.08151 -0.50967  -0.505
2 C 0.73930 3.24025 -0.44314  0.686
3 C 0.80824 4.65836 -0.33024  -1.219
4 H -0.20397 5.08743 -0.36470  0.366
5 H 1.42148 5.06418 -1.15174  0.403
6 H 1.26960 4.91427 0.63338  0.362
7 N 2.07632 -1.20197 -0.64168  -0.410
8 C 3.04991 -1.79897 -0.87905  0.689
9 C 4.23844 -2.59116 -1.01848  -1.278
10 H 4.92681 -2.16271 -1.75832  0.398
11 H 3.98425 -3.61030 -1.33595  0.366
12 H 4.75298 -2.64153 -0.05439  0.383
13 N -1.39725 -1.50788 -0.59453  -0.552
14 C -2.48522 -1.90205 -0.50940  0.678
15 C -3.79257 -2.45298 -0.37731  -1.243
16 H -3.76896 -3.25165 0.37885  0.378
17 H -4.11622 -2.86928 -1.34440  0.418
18 H -4.48857 -1.66445 -0.05037  0.388
19 Hf 0.24183 -0.03140 -1.04757  2.044
20 C 0.51590 -2.53877 1.35486  0.139
21 O 1.03430 -2.81734 2.34128  -0.154
22 C 2.56936 0.79612 1.27803  0.182
23 O 3.21425 0.64784 2.21077  -0.146
24 C 0.94004 1.18921 -2.97936  -0.453
25 C -0.45641 1.28046 -2.83877  -0.228
26 C -1.22185 0.10220 -2.84396  -0.169
27 C -0.56645 -1.14047 -3.00418  -0.408
28 C 0.82122 -1.21393 -3.06365  -0.453
29 C 1.57559 -0.03473 -3.05696  -0.383
30 H 1.53972 2.09661 -3.02872  0.527
31 H -0.98388 2.23609 -2.74826  0.546
32 H -2.31706 0.17154 -2.73462  0.555
33 H -1.15195 -2.06779 -3.06437  0.503
34 H 1.28486 -2.19308 -3.17962  0.578
35 H 2.65171 -0.06638 -3.18171  0.598
36 C -1.96948 1.91469 2.60725  -1.113
37 P -1.04525 0.42050 2.32354  0.711
38 C 0.21198 0.38249 3.58305  -1.109
39 C -2.12556 -0.95942 2.66781  -1.028
40 O -0.41386 0.34248 0.93231  -0.478
41 H -2.84182 1.93161 1.93738  0.378
42 H -1.31909 2.77838 2.40876  0.352
43 H -2.29175 1.90980 3.66613  0.456
44 H -0.33874 0.33327 4.53363  0.533
45 H 0.85828 -0.49948 3.47057  0.297
46 H 0.80035 1.30844 3.52722  0.358
47 H -3.05513 -0.86325 2.08542  0.262
48 H -1.63914 -1.92306 2.44595  0.281
49 H -2.33933 -0.88369 3.74895  0.516

=====

Record 6
CH3NOP2S | ωB97M-V/def2-TZVPD

Relative energy (zero: lowest compared OMol25 entry of this formula, charge and spin) = 282.9 kJ/mol

Each line ends with the Mulliken charge.
Geometry (Å):
1 C 0.23165 0.84371 -1.18896  -0.001
2 N 1.15652 1.44217 -0.56627  -0.392
3 O 1.32273 -1.50291 -0.70196  -0.231
4 P -0.06729 -0.91907 -1.27357  0.040
5 P 2.33007 -1.03387 0.53466  0.106
6 S 2.71048 0.91914 -0.11018  -0.033
7 H -0.44576 1.61805 -1.40259  0.414
8 H -0.88083 -0.51506 0.38125  0.028
9 H 1.17008 -0.53582 1.49408  0.070

=====

Highest occupied orbital energy? In order: -8.1; -5.9; -10.1; -9.0; -23.1; -8.7 eV.
Largest force on an atom? In order: 2.8; 2.6; 1.2; 4.9; 9.4; 3.2 eV Å⁻¹.
Gap between HOMO and LUMO? In order: 8.003; 5.533; 10.360; 8.408; 7.748; 8.193 eV.